{"formula": "C4H6O2", "method": "ωB97M-V/def2-TZVPD", "elements": ["C", "C", "C", "C", "O", "O", "H", "H", "H", "H", "H", "H"], "positions_angstrom": [[0.832, -0.801, 0.270], [-0.500, -1.075, -0.188], [1.317, 0.387, -0.067], [-1.324, -0.024, -0.258], [-1.213, 1.199, 0.313], [-2.554, -0.179, -0.804], [1.355, -1.488, 0.915], [-0.832, -2.031, -0.547], [2.277, 0.729, 0.297], [0.873, 1.005, -0.825], [-0.360, 1.269, 0.766], [-3.103, 0.578, -0.555]], "lowdin_charge": [-0.17, -0.07, -0.03, -0.45, 0.07, 0.09, 0.10, 0.11, 0.06, 0.08, 0.09, 0.12], "smiles": "C=CC=C(O)O", "e_homo_ev": -8.130, "multiplicity": 1, "e_lumo_ev": 0.820, "mol_weight_g_mol": 86.09}

{"formula": "C5H7FO", "method": "ωB97M-V/def2-TZVPD", "elements": ["C", "C", "C", "C", "C", "O", "F", "H", "H", "H", "H", "H", "H", "H"], "positions_angstrom": [[1.231, -1.217, -0.938], [0.228, -0.397, -0.795], [-1.757, -0.575, -2.676], [-0.296, 0.496, 1.414], [-0.300, 0.759, -0.112], [-2.590, -1.381, -2.966], [-1.983, 0.754, -3.088], [2.193, -1.386, -0.422], [1.240, -1.913, -1.797], [-0.955, -0.358, 1.512], [0.683, -0.024, 1.702], [-0.686, 1.407, 1.907], [0.382, 1.550, -0.292], [-1.341, 0.868, -0.459]], "mulliken_spin": [-0.10, 0.86, 0.65, 0.04, 0.01, 0.22, 0.14, 0.07, 0.06, 0.00, 0.00, 0.01, 0.01, 0.04], "e_homo_ev": [-7.751, -9.751], "multiplicity": 3, "e_lumo_ev": [0.845, -2.544], "mol_weight_g_mol": 102.11}

{"formula": "C3H13NO2", "method": "ωB97M-V/def2-TZVPD", "elements": ["C", "C", "C", "N", "H", "H", "H", "H", "H", "H", "H", "H", "H", "H", "H", "O", "H", "H", "O"], "positions_angstrom": [[0.717, -0.856, -0.747], [0.405, -1.560, 0.559], [0.013, -3.055, 0.388], [1.027, 0.571, -0.625], [-0.152, -1.022, -1.412], [1.489, -1.351, -1.347], [-0.462, -1.065, 0.999], [1.269, -1.500, 1.234], [-1.053, -3.144, 0.245], [0.327, -3.579, 1.297], [0.642, -3.561, -0.346], [0.325, 1.147, -0.173], [0.871, 0.964, -1.554], [-1.020, 1.983, -1.160], [-2.468, 1.796, -1.627], [-1.555, 1.805, -1.923], [-0.431, 3.446, 2.287], [0.033, 4.676, 1.514], [0.023, 4.306, 2.390]], "lowdin_charge": [-0.32, -0.26, -0.11, -0.01, 0.11, 0.11, 0.10, 0.11, 0.06, 0.06, 0.07, 0.03, 0.06, -0.01, 0.04, -0.04, 0.04, 0.02, -0.06], "smiles": "CCCN.O.O", "e_homo_ev": -9.522, "multiplicity": 1, "e_lumo_ev": 0.141, "mol_weight_g_mol": 95.14}

{"formula": "H18O9", "method": "ωB97M-V/def2-TZVPD", "elements": ["O", "H", "H", "O", "H", "H", "O", "H", "H", "O", "H", "H", "O", "H", "H", "O", "H", "H", "O", "H", "H", "O", "H", "H", "O", "H", "H"], "positions_angstrom": [[-4.758, -5.545, 3.393], [-5.113, -6.338, 3.761], [-4.075, -5.932, 2.807], [-5.567, -8.012, 0.487], [-5.148, -8.794, 0.884], [-4.912, -7.474, 0.049], [-6.601, -9.071, 3.799], [-7.112, -9.126, 4.583], [-7.042, -8.509, 3.148], [-8.453, -11.801, 2.351], [-9.057, -11.045, 2.397], [-8.473, -12.155, 1.437], [-7.408, -12.010, 4.977], [-8.053, -12.671, 5.312], [-7.784, -11.840, 4.086], [-5.314, -10.821, 1.635], [-5.946, -10.781, 2.352], [-4.679, -11.493, 1.859], [-6.744, -12.023, -1.117], [-6.408, -12.814, -0.614], [-6.473, -11.296, -0.561], [-8.706, -8.861, 1.409], [-8.240, -8.356, 0.732], [-9.483, -9.133, 0.900], [-4.967, -11.702, 4.073], [-4.705, -10.785, 3.878], [-5.846, -11.705, 4.466]], "lowdin_charge": [-0.06, 0.00, 0.05, -0.06, 0.01, 0.03, -0.03, 0.03, 0.03, -0.05, 0.04, 0.07, -0.07, 0.08, 0.01, -0.06, -0.01, 0.04, -0.08, 0.06, -0.01, -0.05, 0.04, 0.05, -0.08, 0.04, -0.03], "smiles": "O.O.O.O.O.O.O.O.O", "e_homo_ev": -10.652, "multiplicity": 1, "e_lumo_ev": 0.075, "mol_weight_g_mol": 162.14}

{"formula": "C11H25AgBr2F3N3O3Pt2", "method": "ωB97M-V/def2-TZVPD", "elements": ["Ag", "Pt", "Pt", "F", "F", "F", "Br", "C", "C", "Br", "H", "H", "H", "H", "C", "O", "N", "C", "C", "H", "H", "H", "H", "H", "H", "H", "C", "O", "N", "C", "C", "H", "H", "H", "H", "H", "H", "H", "C", "O", "N", "C", "C", "H", "H", "H", "H", "H", "H", "H"], "positions_angstrom": [[1.613, 1.208, 2.180], [0.843, -2.116, 3.300], [-0.512, -2.422, 0.550], [1.502, -2.776, 1.305], [-0.876, -3.169, 2.616], [-0.107, -0.631, 1.685], [-0.715, 2.041, 3.885], [-2.183, 0.749, 4.060], [-2.968, 1.098, 5.326], [-4.745, 0.364, 5.073], [-1.830, -0.277, 4.017], [-2.863, 0.900, 3.225], [-3.099, 2.170, 5.435], [-2.472, 0.698, 6.206], [4.481, 0.733, 1.453], [3.831, 1.787, 1.511], [4.393, -0.108, 0.416], [5.174, -1.352, 0.412], [3.208, -0.151, -0.450], [5.121, 0.341, 2.257], [4.533, -2.200, 0.665], [6.086, -1.375, 1.002], [5.479, -1.542, -0.618], [2.334, -0.585, 0.028], [2.937, 0.853, -0.802], [3.560, -0.435, -1.444], [-0.391, -1.107, -2.438], [-0.246, -1.237, -1.204], [-1.076, -1.903, -3.227], [-1.334, -1.519, -4.614], [-1.881, -3.024, -2.823], [0.088, -0.274, -2.958], [-0.793, -0.644, -4.970], [-2.395, -1.280, -4.719], [-1.151, -2.341, -5.305], [-1.980, -3.177, -1.743], [-2.933, -2.972, -3.108], [-1.484, -3.973, -3.187], [-0.677, 2.109, 0.207], [0.487, 2.408, 0.487], [-1.276, 2.413, -0.940], [-2.659, 2.008, -1.121], [-0.692, 3.186, -2.012], [-1.350, 1.588, 0.894], [-3.077, 1.257, -0.452], [-2.784, 1.595, -2.126], [-3.322, 2.875, -1.067], [0.140, 3.779, -1.643], [-0.531, 2.502, -2.848], [-1.407, 3.929, -2.377]], "mulliken_spin": [0.00, 1.67, 1.70, 0.21, 0.17, 0.16, 0.00, 0.00, 0.00, 0.00, 0.01, 0.00, 0.00, 0.00, 0.00, 0.00, 0.00, 0.00, 0.01, 0.00, 0.00, 0.00, 0.00, 0.00, 0.00, 0.00, 0.00, 0.07, 0.00, 0.00, 0.00, 0.00, 0.00, 0.00, 0.00, 0.01, 0.00, 0.00, 0.00, 0.00, 0.00, 0.00, 0.00, 0.00, 0.00, 0.00, 0.00, 0.00, 0.00, 0.00], "total_charge": 2, "e_homo_ev": [-14.747, -14.747], "multiplicity": 5, "e_lumo_ev": [-9.158, -9.827], "mol_weight_g_mol": 962.17}

{"formula": "CH2N4O2", "method": "ωB97M-V/def2-TZVPD", "elements": ["C", "N", "N", "N", "N", "O", "O", "H", "H"], "positions_angstrom": [[1.812, -2.654, -0.532], [2.407, -1.749, -1.397], [1.749, -0.661, -1.419], [0.886, -0.662, -0.532], [-0.306, 0.052, -0.321], [2.152, -3.737, -0.358], [0.831, -2.026, 0.114], [-1.185, -0.355, -0.731], [-0.625, 0.047, 0.662]], "lowdin_charge": [-0.66, 0.12, 0.07, -0.17, 0.11, 0.17, 0.13, 0.12, 0.11], "smiles": "Nn1nnc(=O)o1", "e_homo_ev": -10.476, "multiplicity": 1, "e_lumo_ev": -0.122, "mol_weight_g_mol": 102.05}

{"formula": "C23H27CrN2O6", "method": "ωB97M-V/def2-TZVPD", "elements": ["Cr", "O", "C", "C", "C", "C", "C", "C", "C", "N", "C", "C", "N", "C", "C", "C", "C", "C", "C", "C", "O", "H", "H", "H", "H", "H", "H", "H", "H", "H", "H", "H", "H", "H", "H", "C", "C", "C", "O", "C", "O", "O", "H", "H", "H", "H", "H", "H", "H", "C", "C", "C", "O", "H", "H", "H", "H", "H", "H"], "positions_angstrom": [[-0.330, 0.455, -0.633], [0.285, -1.342, -0.914], [1.096, -1.651, -1.901], [2.133, -2.581, -1.682], [3.002, -2.927, -2.692], [2.863, -2.399, -3.981], [1.826, -1.533, -4.232], [0.955, -1.129, -3.211], [-0.227, -0.360, -3.516], [-0.860, 0.311, -2.632], [-2.269, 0.622, -2.852], [-3.004, -0.101, -1.714], [-2.364, 0.401, -0.508], [-3.037, 1.097, 0.326], [-2.409, 2.047, 1.209], [-3.065, 2.517, 2.355], [-2.527, 3.533, 3.108], [-1.337, 4.134, 2.683], [-0.698, 3.720, 1.538], [-1.204, 2.650, 0.784], [-0.566, 2.269, -0.312], [2.233, -3.006, -0.692], [3.800, -3.629, -2.485], [3.545, -2.688, -4.768], [1.673, -1.141, -5.231], [-0.651, -0.461, -4.519], [-2.610, 0.284, -3.834], [-2.428, 1.698, -2.755], [-2.842, -1.178, -1.802], [-4.076, 0.111, -1.728], [-4.129, 1.071, 0.291], [-4.000, 2.053, 2.648], [-3.019, 3.869, 4.010], [-0.910, 4.940, 3.266], [0.221, 4.183, 1.206], [0.338, -2.782, 2.193], [-0.712, -1.689, 2.370], [-1.474, -1.870, 3.673], [-1.649, -1.731, 1.291], [0.041, -0.338, 2.376], [0.596, 0.002, 3.414], [0.149, 0.308, 1.272], [-0.139, -3.766, 2.234], [1.079, -2.726, 2.988], [0.831, -2.666, 1.226], [-1.950, -2.852, 3.682], [-2.250, -1.107, 3.760], [-0.805, -1.775, 4.524], [-1.396, -2.446, 0.701], [2.936, -0.079, 0.679], [2.710, 0.956, -0.372], [3.810, 1.944, -0.638], [1.669, 1.075, -1.004], [3.958, -0.454, 0.618], [2.210, -0.880, 0.600], [2.798, 0.396, 1.656], [3.793, 2.244, -1.683], [4.790, 1.566, -0.356], [3.597, 2.829, -0.032]], "mulliken_spin": [1.07, -0.01, 0.00, -0.01, 0.00, 0.00, 0.00, 0.00, 0.01, -0.02, 0.00, 0.01, -0.02, 0.00, 0.00, 0.00, 0.00, 0.00, -0.01, 0.01, -0.02, 0.00, 0.00, 0.00, 0.00, 0.00, 0.00, 0.00, 0.00, 0.00, 0.00, 0.00, 0.00, 0.00, 0.00, 0.00, 0.00, 0.00, 0.00, 0.00, 0.00, -0.02, 0.00, 0.00, 0.00, 0.00, 0.00, 0.00, 0.00, 0.00, 0.00, 0.00, -0.01, 0.00, 0.00, 0.00, 0.00, 0.00, 0.00], "e_homo_ev": [-8.028, -7.766], "multiplicity": 2, "e_lumo_ev": [-0.132, -0.002], "mol_weight_g_mol": 479.47}

no.,E (a.u.)
1,-306.4428
2,-369.6063
3,-327.2992
4,-687.9492
5,-6656.5537
6,-408.6682
7,-2498.1270